DFT (the ωB97M-V functional and the def2-TZVPD basis) results for the molecule C4H7NO2.

Computed properties:
**Total charge**: 0
**<S²>**: 2.006
**HOMO-LUMO gap (spin up / spin down)**: 6.580 / 7.673 eV
**ΔE to the lowest compared entry with this formula, charge and spin**: 1.961 eV
**LUMO energy (spin up / spin down)**: 0.942 / -2.387 eV
**Electronic energy**: -361.60213 a.u.
**2S+1**: 3

CARTESIAN COORDINATES (ANGSTROEM)
C (-0.184, -1.682, -0.322)
C (-1.514, 0.084, 0.536)
C (1.372, 0.034, 0.119)
C (-1.614, 0.805, -0.568)
N (0.922, -1.145, -0.519)
O (-1.214, -1.258, 0.389)
O (2.747, -0.061, 0.382)
H (-0.464, -2.648, -0.772)
H (-1.596, 0.398, 1.626)
H (1.103, 0.038, 1.179)
H (-1.976, 1.882, -0.572)
H (-1.445, 0.235, -1.503)
H (1.093, 0.902, -0.566)
H (3.216, -0.749, -0.146)